The following is a quantum chemistry calculation of a single C24H43N3O2 molecule, from the OMol25 dataset.

XYZ file:
```
72
Properties=species:S:1:pos:R:3:nbo_charge:R:1
O -4.667 -1.049 -0.633 -0.640
C -4.565 -0.855 0.560 0.691
N -5.085 0.244 1.161 -0.623
H -4.949 0.378 2.150 0.392
C -5.707 1.316 0.427 -0.256
H -6.644 1.606 0.912 0.205
H -5.924 0.935 -0.572 0.228
C -4.798 2.560 0.331 0.097
C -3.613 2.332 -0.611 -0.424
H -2.801 3.016 -0.361 0.207
C -4.219 2.682 -1.970 -0.445
H -4.656 1.793 -2.426 0.215
C -5.309 3.704 -1.616 -0.073
H -5.011 4.727 -1.868 0.177
O -5.504 3.658 -0.208 -0.528
H -6.256 3.485 -2.123 0.175
H -3.485 3.095 -2.658 0.219
H -3.248 1.310 -0.568 0.223
H -4.485 2.848 1.343 0.178
C -3.879 -1.802 1.543 -0.308
C -3.583 -3.165 0.915 -0.398
C -2.449 -3.085 -0.105 -0.224
N -1.257 -2.539 0.520 -0.465
C -1.516 -1.179 0.944 -0.219
C -2.565 -1.196 2.054 -0.383
H -2.190 -1.813 2.872 0.214
H -2.719 -0.181 2.428 0.198
H -0.596 -0.737 1.330 0.203
H -1.881 -0.549 0.112 0.165
C -0.038 -2.744 -0.249 -0.029
C 0.151 -1.833 -1.471 -0.454
C 1.441 -2.234 -2.199 -0.205
N 2.626 -2.168 -1.367 -0.450
C 2.454 -2.989 -0.183 -0.218
C 1.205 -2.640 0.640 -0.421
H 1.306 -1.629 1.036 0.190
H 1.111 -3.323 1.484 0.218
H 3.347 -2.902 0.436 0.201
H 2.378 -4.028 -0.520 0.190
C 3.103 -0.820 -1.107 -0.221
C 4.589 -0.828 -0.739 -0.397
H 4.718 -1.152 0.294 0.193
C 5.256 0.535 -0.927 -0.381
C 4.690 1.638 -0.031 -0.222
C 5.411 2.989 -0.247 -0.402
H 4.705 3.740 -0.600 0.203
C 5.976 3.397 1.118 -0.401
H 6.993 3.018 1.233 0.195
H 5.999 4.478 1.250 0.209
C 5.058 2.698 2.115 -0.397
H 5.492 2.628 3.112 0.208
H 4.109 3.233 2.187 0.193
C 4.844 1.334 1.468 -0.406
H 3.981 0.809 1.876 0.209
H 5.729 0.715 1.629 0.195
H 6.201 2.902 -0.993 0.206
H 3.629 1.762 -0.264 0.197
H 5.149 0.840 -1.971 0.197
H 6.325 0.431 -0.720 0.199
H 5.085 -1.557 -1.382 0.215
H 2.980 -0.251 -2.032 0.194
H 2.528 -0.308 -0.320 0.162
H 1.595 -1.599 -3.074 0.198
H 1.346 -3.269 -2.546 0.188
H 0.221 -0.791 -1.155 0.197
H -0.698 -1.929 -2.150 0.215
H -0.089 -3.780 -0.610 0.190
H -2.223 -4.092 -0.464 0.198
H -2.783 -2.478 -0.959 0.194
H -4.478 -3.545 0.421 0.221
H -3.297 -3.859 1.708 0.208
H -4.564 -1.938 2.388 0.219
```

The value obtained for the gap between HOMO and LUMO is 8.8 eV. Its energy above the lowest of the compared OMol25 structures with the same formula, charge and spin is 0.0559 eV. As for the SMILES: O=C(NC[C@H]1CCCO1)C1CCN(C2CCN(CCCC3CCCC3)CC2)CC1. The value obtained for the HOMO energy is -8.14 eV. The calculation puts the LUMO energy at 0.6 eV.

The following is a quantum chemistry calculation of C24H44BIrNP2 as an isolated structure at a distorted geometry, from the OMol25 dataset.

XYZ file:
```
73
Properties=species:S:1:pos:R:3:mulliken_charge:R:1
Ir 2.581 -0.523 0.226 0.674
C -3.383 1.910 -0.270 0.072
C -3.143 1.076 -1.410 1.211
C -4.253 -0.196 0.133 0.743
C -4.039 1.098 0.692 0.672
C -3.744 -0.202 -1.188 0.807
C -2.983 3.352 -0.057 -1.421
H -2.796 3.828 -1.021 0.542
H -2.020 3.576 0.571 0.133
H -3.745 3.922 0.485 0.530
C -4.305 1.470 2.090 -1.340
H -4.211 2.555 2.222 0.379
H -3.596 0.975 2.771 0.043
H -5.319 1.169 2.390 0.402
C -4.839 -1.352 0.838 -1.493
H -5.700 -1.051 1.447 0.407
H -4.105 -1.820 1.507 0.163
H -5.166 -2.116 0.125 0.410
C -3.928 -1.334 -2.147 -1.447
H -5.015 -1.470 -2.382 0.381
H -3.601 -2.326 -1.807 0.259
H -3.385 -1.144 -3.086 0.334
C -2.284 1.394 -2.570 -1.953
H -2.801 1.146 -3.511 0.577
H -1.346 0.812 -2.558 0.223
H -2.014 2.455 -2.608 0.320
C 4.302 -0.276 1.371 -0.096
C 3.844 0.869 0.459 -0.108
C 4.613 1.220 -0.819 -1.031
C 4.042 0.464 -2.076 -0.880
C 2.938 -0.512 -1.661 -0.103
C 3.376 -1.757 -0.954 -0.339
C 4.839 -1.933 -0.538 -1.068
C 5.344 -1.228 0.722 -0.887
H 5.706 1.053 -0.784 0.240
H 4.822 -0.074 -2.631 0.374
H 4.472 2.284 -1.004 0.399
H 6.295 -0.694 0.538 0.391
H 4.818 0.284 2.191 0.613
H 3.629 1.766 1.060 0.649
H 5.527 -2.004 1.471 0.414
H 4.935 -3.002 -0.387 0.422
H 2.839 -2.661 -1.296 0.561
H 5.500 -1.687 -1.366 0.269
H 3.615 1.202 -2.761 0.379
H 2.089 -0.620 -2.381 0.438
P -0.604 2.451 0.166 0.695
C 0.219 2.759 1.739 -0.839
C 0.668 3.244 -0.865 -1.077
P -1.493 -3.153 -1.024 0.217
C 3.146 -0.967 2.078 -1.129
C -0.354 -2.938 -2.436 -0.743
C -0.238 -3.516 0.244 -0.196
H -0.195 2.086 2.497 0.262
H 0.211 3.805 2.107 0.478
H 1.240 2.421 1.531 0.113
H 1.133 2.342 -1.295 0.215
H 1.423 3.764 -0.253 0.418
H 0.344 3.922 -1.687 0.421
H 0.747 -3.189 -0.102 -0.346
H -0.333 -4.605 0.348 0.452
H -0.479 -3.022 1.194 0.072
H 2.644 -0.381 2.833 0.478
H 3.285 -2.028 2.294 0.387
H -0.758 -3.413 -3.332 0.444
H 0.591 -3.401 -2.149 0.344
H -0.223 -1.859 -2.607 -0.108
B -1.921 -0.756 3.467 0.369
C -0.855 -0.571 2.336 -0.206
N -0.003 -0.454 1.518 -0.454
H -2.981 -1.181 3.019 -0.290
H -2.111 0.302 4.056 -0.141
H -1.511 -1.563 4.289 -0.103
```

Its net charge is +2. As for the expectation value of S²: 8.769. The value obtained for the gap between HOMO and LUMO (spin up / spin down) is 4.3 / 5.4 eV. Its energy above the lowest of the compared OMol25 structures with the same formula, charge and spin is 5.3779 eV. The multiplicity is 6. The value obtained for the HOMO energy (spin up / spin down) is -12.39 / -14.06 eV. The calculation puts the LUMO energy (spin up / spin down) at -8.1 / -8.7 eV.

The following is a quantum chemistry calculation of a 3-piece molecular cluster, C24H44F5N4O6S overall at a distorted geometry, from the OMol25 dataset.

XYZ file:
```
84
Properties=species:S:1:pos:R:3:mulliken_charge:R:1
C 5.298 -2.016 1.665 -1.103
C 4.749 -3.191 0.777 -0.568
C 3.392 -2.743 0.104 -0.165
C 2.268 -3.235 1.037 -0.622
O 0.972 -2.624 0.778 -0.238
N 0.282 -2.415 1.941 0.600
C -0.170 -3.632 2.664 -1.047
C -1.704 -3.644 2.957 -0.559
O -2.454 -2.882 2.023 -0.411
C -3.748 -2.626 2.623 -0.380
C -3.795 -1.332 3.470 -0.856
C 0.058 -1.233 2.442 0.471
N -0.588 -0.915 3.619 -0.458
C -0.679 0.373 3.805 -0.091
N -0.039 0.919 2.707 -0.108
S 0.058 2.613 2.672 1.035
O -0.981 3.202 3.461 -0.661
O 0.024 3.178 1.364 -0.564
C 1.720 3.054 3.442 0.601
F 2.231 4.004 2.675 -0.233
F 2.495 1.950 3.270 -0.245
C 1.624 3.445 4.945 0.621
F 2.858 3.694 5.396 -0.235
F 1.132 2.396 5.612 -0.206
F 0.932 4.547 5.147 -0.198
N 0.419 -0.040 1.897 0.242
C 1.137 0.323 0.673 -0.279
C 0.165 0.476 -0.571 1.430
C 0.640 1.645 -1.511 -1.559
C -1.329 0.598 -0.185 -1.640
H 4.629 -1.853 2.539 0.223
H 6.304 -2.225 2.066 0.390
H 5.328 -1.068 1.092 0.300
H 4.590 -4.035 1.475 0.310
H 5.536 -3.389 0.030 0.384
H 3.461 -1.647 0.000 0.072
H 3.376 -3.241 -0.884 0.323
H 2.146 -4.323 0.843 0.312
H 2.581 -3.165 2.099 0.326
H 0.053 -4.539 2.073 0.372
H 0.455 -3.698 3.576 0.327
H -1.843 -3.261 3.990 0.377
H -2.043 -4.699 2.925 0.458
H -3.958 -3.476 3.307 0.366
H -4.551 -2.583 1.870 0.400
H -3.302 -1.439 4.455 0.237
H -3.361 -0.451 2.963 0.069
H -4.865 -1.095 3.650 0.438
H -1.151 0.910 4.628 0.504
H 1.734 1.248 0.779 0.857
H 1.861 -0.454 0.382 -1.192
H 0.252 -0.439 -1.191 0.560
H 1.586 2.089 -1.138 0.427
H -0.100 2.463 -1.563 0.328
H 0.770 1.261 -2.541 0.263
H -1.606 1.550 0.307 0.220
H -1.687 -0.222 0.478 0.150
H -1.953 0.522 -1.099 0.555
C 2.330 0.639 -7.230 -0.518
C 3.311 1.228 -6.229 -0.563
C 2.585 1.005 -4.914 -0.328
O 1.796 -0.179 -5.071 -0.373
C 1.767 -0.543 -6.459 -0.465
H 2.787 0.350 -8.176 0.338
H 1.536 1.361 -7.441 0.266
H 4.244 0.658 -6.243 0.276
H 3.551 2.275 -6.411 0.337
H 1.904 1.835 -4.689 0.245
H 3.269 0.879 -4.072 0.276
H 2.391 -1.434 -6.587 0.272
H 0.746 -0.789 -6.751 0.256
C -5.300 2.307 -1.151 -0.428
C -5.399 3.219 -2.363 -0.594
C -4.175 2.808 -3.165 -0.355
O -3.943 1.422 -2.880 -0.414
C -4.753 1.030 -1.768 -0.154
H -6.247 2.157 -0.634 0.372
H -4.580 2.716 -0.436 0.166
H -6.308 2.992 -2.925 0.260
H -5.409 4.280 -2.116 0.349
H -3.288 3.370 -2.853 0.215
H -4.310 2.942 -4.239 0.287
H -5.561 0.395 -2.146 0.338
H -4.153 0.448 -1.066 0.011
```

Its net charge is +1. The value obtained for the gap between HOMO and LUMO is 7.8 eV. The value obtained for the HOMO energy is -11.18 eV. The calculation puts the LUMO energy at -3.4 eV.